C24H57N3O4S | wB97M-V/def2-TZVPD

Cartesian coordinates (Å):
O 5.25 -1.98 0.96
S 3.86 -2.27 0.71
O 3.03 -1.13 0.36
C 3.76 -3.52 -0.59
C 2.65 -4.54 -0.17
C 1.45 -3.75 0.35
C 0.13 -4.53 0.39
C -1.08 -3.55 0.51
O -1.83 -3.49 -0.70
C 1.78 -3.22 1.76
O 3.20 -3.01 1.97
H 4.73 -3.98 -0.70
H 3.43 -3.00 -1.48
H 2.39 -5.15 -1.03
H 3.08 -5.18 0.60
H 1.29 -2.89 -0.31
H 0.12 -5.21 1.24
H -0.03 -5.09 -0.53
H -1.74 -3.84 1.32
H -0.70 -2.54 0.71
H -1.30 -3.00 -1.33
H 1.25 -2.29 1.95
H 1.45 -3.96 2.49
C -2.21 -2.66 -5.32
C -3.33 -2.27 -4.37
N -3.05 -1.05 -3.64
C -3.95 -0.83 -2.51
C -5.44 -0.61 -2.81
C -2.75 0.12 -4.45
C -3.78 0.56 -5.49
H -1.25 -2.70 -4.79
H -2.41 -3.65 -5.74
H -2.11 -1.96 -6.15
H -3.46 -3.07 -3.64
H -4.27 -2.21 -4.94
H -3.58 0.02 -1.93
H -3.86 -1.70 -1.85
H -5.64 0.38 -3.23
H -6.01 -0.67 -1.88
H -5.84 -1.36 -3.48
H -1.80 -0.07 -4.96
H -2.54 0.95 -3.77
H -4.14 -0.27 -6.09
H -3.32 1.28 -6.17
H -4.64 1.05 -5.04
C 0.40 1.66 7.41
C 1.08 1.01 6.21
N 0.24 0.97 5.03
C 0.74 0.10 3.99
C 2.07 0.46 3.31
C -0.28 2.25 4.59
C 0.72 3.37 4.28
H -0.56 1.18 7.61
H 1.03 1.54 8.29
H 0.24 2.73 7.26
H 1.33 -0.02 6.47
H 2.04 1.52 6.02
H -0.03 0.00 3.22
H 0.84 -0.90 4.42
H 1.97 1.31 2.63
H 2.42 -0.39 2.71
H 2.85 0.69 4.03
H -0.97 2.62 5.36
H -0.91 2.08 3.71
H 1.47 3.48 5.07
H 0.20 4.32 4.20
H 1.24 3.21 3.34
C 3.15 1.70 -0.94
C 2.47 2.95 -1.46
N 1.08 2.72 -1.84
C 0.49 3.80 -2.60
C 0.33 5.16 -1.91
C 0.25 2.12 -0.81
C 0.13 2.85 0.53
H 3.03 0.87 -1.65
H 4.21 1.88 -0.80
H 2.74 1.38 0.01
H 3.00 3.30 -2.35
H 2.57 3.75 -0.71
H -0.48 3.47 -2.97
H 1.11 3.94 -3.49
H -0.47 5.16 -1.17
H 0.07 5.92 -2.65
H 1.25 5.49 -1.42
H 0.62 1.12 -0.61
H -0.75 1.98 -1.23
H 1.11 3.16 0.92
H -0.31 2.18 1.28
H -0.50 3.74 0.48

molecular weight: 483.8 g/mol
LUMO level: 0.442 eV
largest force on an atom: 2.11 eV/Å
net charge: 0
SMILES string: O=S1(=O)CC[C@@H](CCO)CO1.CCN(CC)CC.CCN(CC)CC.CCN(CC)CC

The molecule's Löwdin atomic charges, reported in e, are given here: atom 1 (O): -0.267, atom 2 (S): 0.657, atom 3 (O): -0.291, atom 4 (C): -0.174, atom 5 (C): -0.160, atom 6 (C): -0.336, atom 7 (C): -0.121, atom 8 (C): -0.233, atom 9 (O): -0.075, atom 10 (C): -0.158, atom 11 (O): -0.224, atom 12 (H): 0.104, atom 13 (H): 0.109, atom 14 (H): 0.121, atom 15 (H): 0.126, atom 16 (H): 0.134, atom 17 (H): 0.114, atom 18 (H): 0.118, atom 19 (H): 0.117, atom 20 (H): 0.111, atom 21 (H): 0.086, atom 22 (H): 0.109, atom 23 (H): 0.137, atom 24 (C): -0.091, atom 25 (C): -0.277, atom 26 (N): -0.201, atom 27 (C): -0.252, atom 28 (C): -0.083, atom 29 (C): -0.248, atom 30 (C): -0.081, atom 31 (H): 0.075, atom 32 (H): 0.072, atom 33 (H): 0.064, atom 34 (H): 0.116, atom 35 (H): 0.102, atom 36 (H): 0.109, atom 37 (H): 0.101, atom 38 (H): 0.055, atom 39 (H): 0.071, atom 40 (H): 0.067, atom 41 (H): 0.101, atom 42 (H): 0.108, atom 43 (H): 0.066, atom 44 (H): 0.072, atom 45 (H): 0.054, atom 46 (C): -0.092, atom 47 (C): -0.276, atom 48 (N): -0.198, atom 49 (C): -0.251, atom 50 (C): -0.062, atom 51 (C): -0.245, atom 52 (C): -0.078, atom 53 (H): 0.079, atom 54 (H): 0.072, atom 55 (H): 0.063, atom 56 (H): 0.117, atom 57 (H): 0.103, atom 58 (H): 0.108, atom 59 (H): 0.108, atom 60 (H): 0.050, atom 61 (H): 0.039, atom 62 (H): 0.077, atom 63 (H): 0.102, atom 64 (H): 0.104, atom 65 (H): 0.067, atom 66 (H): 0.075, atom 67 (H): 0.040, atom 68 (C): -0.094, atom 69 (C): -0.269, atom 70 (N): -0.197, atom 71 (C): -0.253, atom 72 (C): -0.087, atom 73 (C): -0.239, atom 74 (C): -0.078, atom 75 (H): 0.078, atom 76 (H): 0.080, atom 77 (H): 0.041, atom 78 (H): 0.116, atom 79 (H): 0.102, atom 80 (H): 0.106, atom 81 (H): 0.109, atom 82 (H): 0.054, atom 83 (H): 0.069, atom 84 (H): 0.066, atom 85 (H): 0.100, atom 86 (H): 0.109, atom 87 (H): 0.059, atom 88 (H): 0.061, atom 89 (H): 0.060